Record 1
Molecular formula: C38H28Cl3N5O4PSr
Method: DFT, ωB97M-V with the def2-TZVPD basis set

The total charge is -1. Its spin multiplicity is 1. The value obtained for the total energy is -103201.466 eV. The calculation puts the LUMO energy at 2.3 eV. As for the strongest force on any atom: 0.53 eV/Å.

Structure (XYZ):
```
80
Properties=species:S:1:pos:R:3:forces:R:3
Sr -1.244 1.092 -0.116 0.249 -0.210 0.255
Cl -0.606 1.748 -7.425 0.000 0.004 -0.018
C -0.592 2.154 -5.730 -0.037 -0.160 0.028
C -0.868 1.157 -4.806 0.100 0.064 -0.063
C -0.878 1.391 -3.429 -0.041 0.117 -0.129
N -1.241 0.380 -2.522 -0.041 0.253 0.424
C -1.321 -0.907 -2.845 -0.125 0.086 -0.186
O -0.997 -1.488 -3.895 0.106 -0.083 0.063
C -1.939 -1.829 -1.771 -0.040 -0.034 -0.277
C -2.077 -3.178 -2.092 -0.050 0.012 0.060
C -2.632 -4.038 -1.163 0.003 0.001 -0.061
C -3.046 -3.536 0.063 -0.009 0.049 0.052
C -2.886 -2.181 0.301 0.023 -0.037 0.005
N -2.353 -1.353 -0.598 0.228 0.415 0.027
C -0.600 2.734 -2.969 0.012 -0.012 -0.166
C -0.318 3.705 -3.934 -0.003 -0.046 -0.101
C -0.311 3.426 -5.294 0.017 0.116 0.101
Cl 0.056 4.715 -6.409 0.001 0.001 -0.003
N -0.618 3.034 -1.596 -0.042 -0.488 0.214
C -0.342 4.238 -1.100 0.014 0.118 -0.047
O -0.074 5.306 -1.674 -0.011 -0.017 -0.012
C -0.340 4.346 0.443 0.111 0.154 -0.145
C -0.183 5.618 0.992 -0.003 -0.030 0.047
C -0.124 5.753 2.367 -0.006 0.038 -0.038
C -0.220 4.624 3.168 -0.011 -0.084 0.027
C -0.381 3.398 2.548 -0.040 0.052 -0.011
N -0.437 3.270 1.222 -0.116 -0.244 -0.342
H -1.066 0.159 -5.157 -0.006 0.009 -0.008
H -1.731 -3.503 -3.061 -0.008 -0.010 0.000
H -2.738 -5.092 -1.389 0.001 -0.004 0.006
H -3.481 -4.172 0.821 0.003 -0.003 -0.002
H -3.180 -1.730 1.244 -0.006 -0.021 0.009
H -0.106 4.707 -3.602 0.000 0.007 -0.011
H -0.102 6.455 0.315 0.000 0.004 0.006
H -0.003 6.733 2.814 0.001 -0.001 0.002
H -0.176 4.686 4.247 0.000 0.007 0.000
H -0.488 2.477 3.111 0.007 0.017 0.022
N -3.799 1.885 0.256 0.031 -0.148 0.058
C -4.028 1.948 1.708 -0.105 -0.021 0.144
C -3.293 0.823 2.476 -0.126 0.022 0.031
O -3.896 0.286 3.407 0.038 0.006 -0.004
O -2.114 0.567 2.076 -0.106 -0.058 0.117
H -4.152 2.713 -0.206 0.034 0.022 -0.006
H -4.301 1.094 -0.135 -0.005 0.018 -0.028
H -5.083 1.895 1.985 -0.004 0.059 -0.036
H -3.625 2.898 2.069 -0.005 -0.003 0.014
Cl 2.230 1.759 0.254 -0.037 -0.130 0.030
C 3.365 0.468 -0.029 0.043 0.127 -0.040
C 4.665 0.824 -0.359 -0.066 0.010 0.014
C 5.606 -0.165 -0.584 0.017 -0.030 0.006
C 5.245 -1.501 -0.474 0.017 0.024 -0.002
C 3.944 -1.839 -0.143 -0.048 0.028 -0.006
C 2.971 -0.862 0.082 0.089 -0.138 -0.002
P 1.233 -1.276 0.478 -0.243 0.258 -0.088
C 1.232 -1.244 2.301 0.032 -0.061 0.045
C -0.006 -1.395 2.925 0.057 0.041 0.021
C -0.119 -1.292 4.302 -0.029 0.004 0.012
C 1.006 -1.036 5.072 -0.003 -0.003 0.000
C 2.242 -0.881 4.459 0.045 -0.005 -0.001
C 2.357 -0.984 3.080 0.040 -0.037 0.004
C 1.154 -3.045 0.043 -0.001 -0.004 -0.026
C 1.007 -3.344 -1.312 0.042 0.001 -0.017
C 0.935 -4.661 -1.736 0.038 -0.009 0.007
C 0.977 -5.693 -0.809 -0.004 0.002 -0.005
C 1.095 -5.402 0.543 0.005 -0.013 0.022
C 1.190 -4.084 0.969 0.001 0.022 0.069
H 4.919 1.872 -0.443 0.014 -0.002 -0.004
H 6.618 0.110 -0.849 0.000 -0.003 -0.002
H 5.975 -2.281 -0.648 0.005 0.006 -0.001
H 3.667 -2.882 -0.063 -0.006 -0.006 -0.004
H -0.901 -1.535 2.336 -0.030 -0.001 -0.028
H -1.099 -1.367 4.756 -0.001 -0.008 0.004
H 0.917 -0.939 6.147 0.008 0.003 0.001
H 3.124 -0.670 5.052 -0.014 -0.003 0.015
H 3.326 -0.855 2.613 -0.025 0.007 0.002
H 0.929 -2.546 -2.044 0.027 0.003 0.007
H 0.822 -4.875 -2.792 -0.001 -0.002 0.000
H 0.906 -6.722 -1.137 0.001 -0.001 0.000
H 1.116 -6.202 1.273 0.001 -0.005 -0.006
H 1.287 -3.861 2.026 -0.001 -0.008 -0.049
```
Forces are in eV/Å.

=====

Record 2
Molecular formula: C38H29CeO2P2S3
Method: DFT, ωB97M-V with the def2-TZVPD basis set

The total charge is -1. Its spin multiplicity is 1. The value obtained for the total energy is -107986.787 eV. The calculation puts the LUMO energy (spin up / spin down) at 2.0 / 2.0 eV. As for the strongest force on any atom: 3.19 eV/Å.

Structure (XYZ):
```
75
Properties=species:S:1:pos:R:3:forces:R:3
Ce -1.515 -0.020 -1.549 -0.307 -0.015 0.530
S -1.399 2.529 -0.070 -0.649 0.423 -0.542
P -0.116 1.528 1.037 0.931 -0.730 0.946
C -0.058 -0.040 0.477 0.272 -0.212 -0.780
P 0.027 -1.669 0.864 -0.244 1.177 -1.217
S -1.463 -2.549 -0.128 -0.437 -0.270 -0.535
C -0.175 -1.964 2.592 0.728 -1.288 1.699
C 0.920 -2.291 3.455 -2.543 -0.481 1.859
C 0.637 -2.609 4.812 -0.064 0.401 -1.091
C -0.661 -2.540 5.302 -0.153 0.539 0.635
C -1.709 -2.160 4.490 0.280 0.173 -2.153
C -1.490 -1.967 3.086 -0.234 0.669 1.174
C 1.519 -2.545 0.337 2.177 0.123 -0.860
C 1.816 -3.834 0.812 -1.199 0.684 0.845
C 3.038 -4.394 0.641 1.669 -0.778 -0.604
C 4.028 -3.806 -0.171 -0.274 -1.369 0.410
C 3.708 -2.651 -0.800 0.318 1.730 -0.693
C 2.515 -1.979 -0.522 -0.995 -1.161 1.235
C 1.432 2.466 1.130 -0.276 1.124 -0.086
C 1.244 3.827 1.583 -0.584 -1.824 -0.573
C 2.284 4.692 1.577 0.512 1.145 -0.532
C 3.529 4.238 1.136 -0.003 -0.830 0.265
C 3.724 2.899 0.782 0.867 1.027 0.143
C 2.675 1.982 0.742 -0.469 1.292 -0.132
C -0.430 1.718 2.830 0.550 -1.176 0.689
C -1.704 1.973 3.259 -0.347 -0.562 0.455
C -2.002 1.970 4.607 -0.318 0.387 0.422
C -1.028 1.750 5.526 1.120 -0.546 0.694
C 0.268 1.368 5.146 -0.086 -0.297 0.158
C 0.568 1.342 3.793 -0.845 0.951 -0.470
H 1.927 -2.463 3.198 0.911 0.328 -0.998
H 1.417 -2.883 5.515 0.176 -0.011 -0.280
H -0.848 -2.675 6.375 0.119 -0.116 -0.432
H -2.699 -1.981 4.870 -0.216 -0.227 0.189
H -2.353 -1.719 2.407 1.105 -0.341 0.766
H 1.105 -4.375 1.441 0.011 0.267 -0.182
H 3.253 -5.335 1.126 -0.006 -0.173 0.007
H 4.990 -4.286 -0.387 -0.421 0.072 0.371
H 4.454 -2.169 -1.459 -0.617 -0.265 0.318
H 2.378 -1.029 -0.960 -0.409 1.016 -0.371
H 0.246 4.211 1.830 0.342 -0.501 -0.063
H 2.074 5.760 1.764 0.432 -0.649 0.109
H 4.363 4.910 1.080 0.288 0.233 0.021
H 4.751 2.638 0.517 -0.381 -0.240 -0.144
H 2.810 1.035 0.246 -0.167 -0.404 0.357
H -2.513 2.025 2.579 -0.542 0.431 -0.899
H -2.981 2.118 5.032 -0.436 0.239 -0.488
H -1.289 1.824 6.567 0.055 -0.162 0.348
H 0.969 1.007 5.928 -0.308 0.535 -0.758
H 1.573 1.165 3.451 0.199 -0.350 -0.065
O -3.477 0.916 -1.981 2.150 0.605 1.063
C -4.660 0.577 -2.326 -0.635 -1.096 -0.606
O -5.644 0.670 -1.636 -0.651 0.193 0.069
C -4.621 0.043 -3.732 -0.295 0.464 0.073
C -5.358 0.725 -4.674 0.246 -0.649 -2.146
C -5.086 0.478 -6.052 -0.094 0.370 -0.015
C -4.130 -0.477 -6.409 -0.831 0.570 0.815
C -3.561 -1.269 -5.452 1.471 0.099 0.946
C -3.703 -0.947 -4.097 -1.008 -0.246 -0.770
S -2.907 -1.936 -2.937 0.962 -0.432 1.013
H -6.111 1.427 -4.358 -0.047 0.243 0.015
H -5.530 1.035 -6.901 0.028 -0.112 0.959
H -3.751 -0.561 -7.389 -0.121 -0.145 -1.280
H -2.774 -2.000 -5.681 -0.550 0.189 -0.119
C 2.632 0.638 -4.599 0.834 1.091 1.884
C 1.588 0.015 -5.198 -1.144 0.345 -0.097
C 0.405 -0.087 -4.507 -1.686 -1.424 -1.660
C 0.175 0.355 -3.259 0.151 1.162 2.625
C 1.232 1.075 -2.650 0.962 -0.662 -2.472
C 2.478 1.239 -3.320 -1.288 -1.000 0.464
H 3.591 0.654 -5.045 0.864 0.248 -0.602
H 1.503 -0.258 -6.222 0.805 -0.502 -0.723
H -0.442 -0.577 -5.000 0.299 0.002 -0.116
H 1.062 1.499 -1.712 0.108 0.768 1.535
H 3.283 1.724 -2.760 -0.065 -0.067 -0.553
```
Forces are in eV/Å.

=====

Record 3
Molecular formula: C38H29Cl4NPPtSSb
Method: DFT, ωB97M-V with the def2-TZVPD basis set

The total charge is +4. Its spin multiplicity is 1. The value obtained for the total energy is -121321.374 eV. The calculation puts the LUMO energy at -14.6 eV. As for the strongest force on any atom: 2.01 eV/Å.

Structure (XYZ):
```
76
Properties=species:S:1:pos:R:3:forces:R:3
Pt -0.466 0.236 0.683 0.403 -1.194 -1.173
Cl 1.892 -0.702 0.389 -0.868 0.638 -0.301
C 2.661 -0.263 1.896 0.384 0.210 0.657
C 4.020 -0.069 1.942 -0.073 -0.173 -0.295
C 4.594 0.323 3.155 -0.129 0.020 0.164
C 3.808 0.536 4.279 0.144 -0.021 -0.021
C 2.438 0.325 4.225 -0.121 -0.038 0.067
C 1.856 -0.116 3.034 -0.519 0.368 -0.694
P 0.111 -0.478 2.895 0.252 -0.820 1.814
C -0.144 -2.214 2.568 -0.261 0.884 -0.344
C 0.871 -3.165 2.715 0.231 -0.139 -0.312
C 0.618 -4.468 2.330 0.156 0.133 0.131
C -0.627 -4.824 1.797 -0.123 0.021 -0.038
C -1.631 -3.876 1.634 -0.022 -0.014 0.056
C -1.399 -2.569 2.025 -0.153 0.004 -0.003
C -0.775 0.060 4.337 -0.023 0.485 -1.279
C -1.267 -0.871 5.262 -0.107 -0.246 0.092
C -1.858 -0.400 6.420 -0.019 -0.027 -0.105
C -2.019 0.972 6.616 -0.026 -0.085 0.028
C -1.541 1.894 5.684 0.037 0.093 -0.175
C -0.939 1.446 4.526 0.147 0.070 0.284
H 4.639 -0.215 1.066 -0.015 0.031 -0.010
H 5.664 0.476 3.205 0.000 0.024 -0.013
H 4.262 0.875 5.201 -0.004 -0.035 0.011
H 1.825 0.485 5.103 0.005 0.000 0.000
H 1.831 -2.898 3.139 0.010 0.005 -0.031
H 1.393 -5.215 2.441 -0.066 -0.051 0.099
H -0.817 -5.856 1.531 0.039 0.007 -0.057
H -2.594 -4.159 1.232 0.007 -0.039 0.015
H -2.198 -1.838 1.967 0.005 -0.041 0.049
H -1.159 -1.936 5.102 0.021 0.012 -0.005
H -2.202 -1.105 7.164 -0.032 0.024 0.010
H -2.539 1.324 7.498 0.098 0.012 0.053
H -1.641 2.956 5.864 -0.085 -0.011 -0.003
H -0.575 2.152 3.787 0.007 0.033 0.034
Cl -5.657 0.509 2.126 0.161 -0.001 -0.251
C -5.132 0.322 0.447 -1.112 -0.024 -0.099
Cl -5.613 1.697 -0.556 0.133 -0.197 0.176
Cl -5.701 -1.213 -0.240 0.176 0.256 0.114
C -3.681 0.277 0.446 0.609 -0.118 -0.084
N -2.539 0.198 0.422 1.164 0.854 0.704
S 0.183 2.398 -0.091 -0.475 -0.897 1.355
Sb 0.324 2.340 -2.497 0.176 0.231 -1.179
C -0.360 0.345 -2.923 0.330 0.981 0.238
C 0.549 -0.626 -3.323 0.039 -0.133 -0.048
C 0.063 -1.883 -3.663 0.051 0.018 0.021
C -1.301 -2.143 -3.604 -0.033 -0.050 -0.019
C -2.194 -1.158 -3.201 -0.066 0.078 0.068
C -1.729 0.105 -2.854 -0.098 -0.154 0.043
C -1.001 3.941 -3.059 0.796 -1.023 0.306
C -0.714 5.201 -2.554 -0.137 0.214 0.038
C -1.559 6.246 -2.910 0.200 -0.121 0.120
C -2.641 6.007 -3.746 -0.118 0.134 -0.073
C -2.905 4.734 -4.234 0.134 -0.190 -0.013
C -2.074 3.672 -3.893 -0.215 0.123 -0.147
C 2.424 2.696 -2.840 -1.267 -0.375 0.285
C 2.814 3.858 -3.482 0.130 0.205 -0.146
C 4.175 4.055 -3.698 -0.158 -0.001 -0.001
C 5.092 3.106 -3.270 0.117 0.068 -0.052
C 4.672 1.945 -2.632 -0.177 -0.128 0.084
C 3.320 1.729 -2.405 0.354 0.034 -0.014
H 1.609 -0.418 -3.411 -0.018 0.030 -0.029
H 0.752 -2.648 -3.998 -0.020 -0.007 -0.021
H -1.676 -3.115 -3.898 0.024 -0.002 0.002
H -3.258 -1.358 -3.180 0.016 -0.027 -0.038
H -2.428 0.882 -2.568 0.006 0.020 -0.029
H 0.130 5.389 -1.901 0.021 -0.003 -0.023
H -1.356 7.238 -2.531 -0.048 0.034 -0.055
H -3.283 6.830 -4.032 -0.011 -0.011 0.020
H -3.740 4.556 -4.898 -0.015 0.069 -0.005
H -2.264 2.689 -4.305 0.030 -0.010 0.026
H 2.106 4.600 -3.831 -0.048 -0.033 0.029
H 4.503 4.951 -4.207 0.046 -0.008 0.010
H 6.148 3.271 -3.442 -0.005 -0.010 -0.007
H 5.391 1.201 -2.317 0.047 0.032 -0.041
H 2.994 0.822 -1.911 -0.035 0.003 0.023
```
Forces are in eV/Å.